# 1
Molecular formula: C31H33CdN10O3S
Method: DFT, ωB97M-V with the def2-TZVPD basis set

XYZ file:
```
79
Properties=species:S:1:pos:R:3:lowdin_charge:R:1
Cd -0.38 -1.37 0.10 1.324
O -4.38 0.56 0.14 -0.018
C -3.26 0.10 -0.15 -0.500
N -2.27 -0.27 0.65 0.000
C -2.36 -0.10 2.05 -0.242
C -3.07 0.95 2.64 -0.065
C -3.06 1.16 4.01 -0.125
C -2.34 0.29 4.83 -0.122
C -1.64 -0.77 4.27 -0.054
C -1.63 -1.00 2.88 -0.244
N -0.85 -1.98 2.25 -0.001
C -0.43 -3.06 2.92 -0.498
O -0.76 -3.45 4.05 -0.022
C 0.60 -3.92 2.20 -0.205
C 0.82 -5.22 2.66 -0.015
C 1.78 -6.00 2.03 -0.078
C 2.51 -5.45 0.99 -0.080
C 2.23 -4.15 0.61 -0.170
N 1.30 -3.40 1.20 0.061
C -2.97 -0.09 -1.64 -0.193
C -3.98 0.21 -2.55 -0.013
C -3.73 0.04 -3.90 -0.077
C -2.48 -0.43 -4.30 -0.075
C -1.55 -0.70 -3.32 -0.175
N -1.78 -0.54 -2.02 0.053
H -3.63 1.61 2.00 0.095
H -3.62 1.98 4.44 0.085
H -2.33 0.43 5.90 0.085
H -1.11 -1.46 4.90 0.090
H 0.23 -5.58 3.49 0.107
H 1.96 -7.02 2.36 0.097
H 3.27 -6.02 0.46 0.093
H 2.76 -3.68 -0.22 0.096
H -4.92 0.57 -2.17 0.106
H -4.50 0.26 -4.64 0.096
H -2.24 -0.58 -5.35 0.094
H -0.56 -1.07 -3.59 0.071
C 3.88 -0.48 -1.63 -0.042
C 2.63 -0.58 -0.80 -0.304
N 1.59 -1.22 -1.18 -0.042
N 1.64 -1.80 -2.40 -0.040
C 0.74 -2.73 -2.65 -0.972
N 0.83 -3.22 -3.93 0.030
S -0.46 -3.43 -1.64 0.493
C 2.61 0.05 0.55 -0.240
C 3.64 0.90 0.95 -0.025
C 3.65 1.37 2.26 -0.075
C 2.65 0.97 3.13 -0.065
C 1.64 0.17 2.63 -0.120
N 1.62 -0.27 1.38 0.081
H 3.82 -1.20 -2.44 0.056
H 3.99 0.52 -2.06 0.085
H 4.76 -0.69 -1.02 0.076
H 1.31 -2.65 -4.61 0.079
H 0.03 -3.75 -4.24 0.058
H 4.42 1.19 0.26 0.100
H 4.45 2.02 2.60 0.101
H 2.64 1.29 4.16 0.101
H 0.80 -0.13 3.25 0.100
C -0.46 4.93 0.31 -0.076
N -0.35 3.50 0.08 -0.110
C -0.46 2.70 1.30 -0.039
C -0.01 2.83 -1.08 -0.459
O 0.31 1.65 -1.04 -0.007
N -0.07 3.46 -2.32 -0.121
C 0.31 2.66 -3.48 -0.056
C -0.44 4.80 -2.72 -0.074
H -0.49 5.08 1.38 0.082
H -1.38 5.36 -0.10 0.080
H 0.40 5.48 -0.07 0.088
H -1.39 2.94 1.82 0.085
H 0.38 2.90 1.97 0.091
H -0.47 1.65 1.05 0.048
H 0.56 1.66 -3.16 0.070
H 1.18 3.11 -3.98 0.085
H -0.52 2.62 -4.19 0.086
H -0.73 5.44 -1.90 0.040
H -1.28 4.76 -3.42 0.088
H 0.40 5.28 -3.23 0.086
```

As for the charge: -1. The value obtained for the total energy is -69130.132 eV. The value obtained for the HOMO energy is -4.00 eV. As for the spin multiplicity: 1.

***

# 2
Molecular formula: C5H9ClI2O2PW
Method: DFT, ωB97M-V with the def2-TZVPD basis set

XYZ file:
```
21
Properties=species:S:1:pos:R:3:lowdin_charge:R:1
I 0.69 -2.16 2.72 1.193
I -2.79 -2.19 0.06 1.192
W -0.81 -0.58 1.05 0.547
P 0.38 0.60 -0.49 0.592
C 1.34 -0.33 -1.72 -0.197
C -0.84 1.62 -1.35 -0.188
H 0.95 2.14 1.26 0.054
H 1.92 2.40 -0.23 0.104
H 2.30 1.03 0.88 0.080
C 1.50 1.65 0.45 -0.190
H -1.49 2.11 -0.62 0.055
H -0.30 2.36 -1.95 0.105
H 1.85 0.38 -2.39 0.104
H 0.66 -0.99 -2.30 0.079
H -1.45 0.98 -2.01 0.080
H 2.08 -0.97 -1.20 0.080
C -0.05 -2.25 0.07 -0.651
O 0.33 -3.25 -0.41 0.138
Cl -1.75 1.16 2.26 0.328
O -2.55 -2.16 3.35 0.166
C -1.95 -1.54 2.56 -0.671
```

As for the charge: +3. The value obtained for the total energy is -49228.835 eV. The value obtained for the HOMO energy (spin up / spin down) is -21.75 / -22.03 eV. As for the spin multiplicity: 3.

***

# 3
Molecular formula: C5H11O
Method: DFT, ωB97M-V with the def2-TZVPD basis set

XYZ file:
```
17
Properties=species:S:1:pos:R:3:lowdin_charge:R:1
C -0.46 1.25 -1.88 -0.505
C -0.75 0.18 -0.85 -0.443
C -1.46 0.43 0.24 -0.091
C -0.15 -1.19 -1.15 -0.159
H 0.64 1.39 -1.87 0.013
H -0.97 2.18 -1.61 -0.042
H -0.70 0.98 -2.91 -0.053
H -1.54 -0.27 1.08 0.040
H -1.95 1.38 0.40 -0.002
H -0.02 -1.69 -0.19 0.024
H 0.85 -1.11 -1.58 0.045
H -0.82 -1.68 -1.88 0.047
C 1.48 -0.37 2.44 -0.500
O 1.11 -1.09 1.35 -0.422
H 1.50 -0.99 3.38 0.011
H 2.47 0.14 2.36 0.017
H 0.74 0.45 2.67 0.020
```

As for the charge: -2. The value obtained for the total energy is -7405.129 eV. The value obtained for the HOMO energy (spin up / spin down) is 4.26 / 0.45 eV. As for the spin multiplicity: 2.

***

# 4
Molecular formula: C6H12N4O
Method: DFT, ωB97M-V with the def2-TZVPD basis set

XYZ file:
```
23
Properties=species:S:1:pos:R:3:lowdin_charge:R:1
C -3.48 1.23 -0.64 -0.230
N -4.61 0.77 -0.05 0.063
C -4.22 -0.38 0.47 -0.199
N -2.94 -0.58 0.19 -0.019
N -2.42 0.46 -0.50 0.063
H -3.47 2.16 -1.16 0.098
H -4.83 -1.08 1.04 0.126
H -2.36 -1.36 0.40 0.099
C -0.16 -1.79 0.01 -0.127
O 1.14 -1.32 -0.25 -0.194
N 1.18 0.03 0.11 0.076
C 2.35 0.50 0.04 -0.386
C 3.55 -0.28 -0.42 -0.037
C 2.50 1.95 0.46 -0.051
H -0.39 -1.87 1.11 0.097
H -0.88 -1.16 -0.51 0.032
H -0.20 -2.82 -0.41 0.100
H 4.45 0.35 -0.43 0.079
H 3.76 -1.12 0.27 0.087
H 3.41 -0.67 -1.43 0.085
H 3.07 2.03 1.40 0.081
H 3.03 2.56 -0.29 0.082
H 1.51 2.40 0.62 0.075
```

As for the structure (SMILES): c1nc[nH]n1.CON=C(C)C. The value obtained for the total energy is -14422.145 eV. The value obtained for the HOMO energy is -9.24 eV. As for the spin multiplicity: 1.

***

# 5
Molecular formula: C3H7CsNO
Method: DFT, ωB97M-V with the def2-TZVPD basis set

XYZ file:
```
13
Properties=species:S:1:pos:R:3:lowdin_charge:R:1
Cs -19.94 14.28 17.62 1.027
C -17.30 16.47 16.03 -0.020
C -16.07 16.15 15.18 -0.590
O -15.23 16.97 15.11 0.108
N -16.03 14.95 14.56 0.009
C -14.86 14.40 13.86 -0.047
H -18.08 15.71 16.03 -0.050
H -17.80 17.34 15.60 0.096
H -17.06 16.63 17.08 0.088
H -16.75 14.33 14.91 0.116
H -15.26 13.83 13.02 0.081
H -14.19 13.80 14.47 0.088
H -14.27 15.12 13.28 0.093
```

As for the charge: +1. The value obtained for the total energy is -7304.353 eV. The value obtained for the HOMO energy is -12.50 eV. As for the spin multiplicity: 1.

***

# 6
Molecular formula: H4N2O3
Method: DFT, ωB97M-V with the def2-TZVPD basis set

XYZ file:
```
9
Properties=species:S:1:pos:R:3:lowdin_charge:R:1
N -0.99 1.67 -0.20 0.076
N 0.08 -1.70 -0.16 0.025
O -0.46 0.78 0.78 -0.229
O 1.02 -0.75 -0.31 -0.123
O 0.81 0.57 0.76 -0.059
H -0.87 1.30 -1.15 0.083
H -0.36 2.45 -0.12 0.073
H -0.76 -1.26 -0.40 0.054
H -0.16 -2.01 0.78 0.101
```

The value obtained for the total energy is -9179.229 eV. The value obtained for the HOMO energy is -10.04 eV. As for the spin multiplicity: 1.

***

# 7
Molecular formula: C4H9N2
Method: DFT, ωB97M-V with the def2-TZVPD basis set

XYZ file:
```
15
Properties=species:S:1:pos:R:3:lowdin_charge:R:1
C 2.57 0.03 0.29 -0.053
C 1.31 -0.25 -0.40 -0.133
N 0.24 -0.12 0.22 0.155
C -1.09 -0.13 -0.10 -0.311
C -1.99 1.07 0.00 0.049
N -1.60 -1.34 -0.18 0.216
H 2.72 -0.24 1.37 0.108
H 3.47 -0.45 -0.18 0.103
H 2.83 1.08 0.16 0.100
H 1.48 -0.24 -1.42 0.122
H -3.00 0.58 -0.33 0.130
H -1.93 1.44 1.08 0.142
H -1.78 1.75 -0.72 0.047
H -2.60 -1.69 -0.24 0.188
H -0.91 -2.08 -0.24 0.137
```

As for the charge: +1. As for the structure (SMILES): C/C=N/C(C)=[NH2+]. The value obtained for the total energy is -7266.447 eV. The value obtained for the HOMO energy is -15.22 eV. As for the spin multiplicity: 1.

***

# 8
Molecular formula: C3H7N3O2
Method: DFT, ωB97M-V with the def2-TZVPD basis set

XYZ file:
```
15
Properties=species:S:1:pos:R:3:lowdin_charge:R:1
C 1.77 -0.48 -0.23 -0.103
C 1.20 1.26 1.34 -0.288
C -0.57 -0.99 -0.79 -0.195
H 2.63 -0.54 0.80 0.188
H 2.06 -0.26 -1.26 0.089
H 1.06 -1.54 -0.10 0.097
H 0.32 1.36 2.14 0.163
H 0.10 -1.95 -1.07 0.156
H -2.14 -2.10 -1.86 0.196
H -2.28 0.57 -0.12 0.334
N 0.87 0.56 0.16 -0.216
N -0.51 0.22 -0.13 0.028
N -1.91 -1.12 -1.30 -0.202
O 2.35 1.70 1.60 -0.026
O -3.03 -0.68 -0.56 -0.222
```

The value obtained for the total energy is -11780.486 eV. The value obtained for the HOMO energy is -8.41 eV. As for the spin multiplicity: 1.

***

Repeat the second record exactly.
Molecular formula: C5H9ClI2O2PW
Method: DFT, ωB97M-V with the def2-TZVPD basis set

XYZ file:
```
21
Properties=species:S:1:pos:R:3:lowdin_charge:R:1
I 0.69 -2.16 2.72 1.193
I -2.79 -2.19 0.06 1.192
W -0.81 -0.58 1.05 0.547
P 0.38 0.60 -0.49 0.592
C 1.34 -0.33 -1.72 -0.197
C -0.84 1.62 -1.35 -0.188
H 0.95 2.14 1.26 0.054
H 1.92 2.40 -0.23 0.104
H 2.30 1.03 0.88 0.080
C 1.50 1.65 0.45 -0.190
H -1.49 2.11 -0.62 0.055
H -0.30 2.36 -1.95 0.105
H 1.85 0.38 -2.39 0.104
H 0.66 -0.99 -2.30 0.079
H -1.45 0.98 -2.01 0.080
H 2.08 -0.97 -1.20 0.080
C -0.05 -2.25 0.07 -0.651
O 0.33 -3.25 -0.41 0.138
Cl -1.75 1.16 2.26 0.328
O -2.55 -2.16 3.35 0.166
C -1.95 -1.54 2.56 -0.671
```

As for the charge: +3. The value obtained for the total energy is -49228.835 eV. The value obtained for the HOMO energy (spin up / spin down) is -21.75 / -22.03 eV. As for the spin multiplicity: 3.

***

What is the formula in the seventh record? C4H9N2